DFT (ωB97M-V/def2-TZVPD) results for 2 unconnected molecules or ions with the total composition C29H44BBrF4N5O8 in a non-equilibrium geometry.

XYZ file:
```
92
Properties=species:S:1:pos:R:3:forces:R:3
C 0.60460 -4.48714 2.02661 -0.067 0.147 0.324
C 0.42138 -3.41697 1.23212 -0.409 -0.257 -0.249
C 0.69655 -1.96531 1.56424 -1.146 0.362 0.818
C 1.44210 -1.82260 2.90099 0.294 0.240 0.102
C 2.90353 -2.27168 2.97494 -0.101 -0.171 0.108
C 1.43282 -1.38014 0.32656 0.197 -0.340 0.531
C 2.70335 -2.13671 -0.08488 0.443 -0.048 -0.326
O 2.57443 -2.55942 -1.46664 -0.557 -0.102 0.227
C 2.73403 -3.90411 -1.67595 0.020 -0.005 -0.177
C 1.47123 -4.66066 -2.00454 -0.114 0.098 -0.332
O 3.80175 -4.43167 -1.61907 0.199 -0.089 0.248
C 1.71020 0.13941 0.42843 -0.007 0.003 -0.975
O 2.86884 0.47720 1.11447 -0.196 0.000 0.281
B 1.85377 0.65330 -1.10803 0.065 0.394 -0.235
O 0.83165 0.18083 -1.93046 0.001 -0.828 0.384
C 2.89467 1.62032 -1.67075 0.347 -0.644 -0.417
C 2.12338 2.96765 -1.64971 -0.258 0.085 0.383
N 0.46521 0.78442 1.00153 0.181 -0.091 0.170
C 0.56698 1.84982 1.92527 0.167 0.507 -0.263
F 1.25086 1.48650 3.06575 -0.178 -0.358 0.128
F 1.28549 2.84041 1.39682 0.162 0.094 -0.081
C -0.79234 2.45205 2.38693 0.110 -0.023 0.603
F -1.15751 3.43154 1.55338 -0.129 -0.144 -0.159
F -0.61381 2.99657 3.60886 0.020 0.013 0.039
C -0.66583 -0.02349 0.94739 0.056 0.183 -0.434
N -1.61697 0.35188 0.10096 0.088 -0.190 0.186
C -1.61765 1.62601 -0.65055 -0.308 0.696 -0.325
N -2.00491 1.37461 -2.03185 0.106 -0.441 0.161
N -2.70462 -0.49490 -0.14372 -0.016 -0.138 0.413
C -2.40975 -1.59657 -1.07322 -0.458 -0.306 0.059
C -3.44424 -2.71644 -0.91314 -0.172 -0.071 -0.240
C -4.63280 -2.62014 -1.88757 0.268 -0.425 0.224
C -5.21720 -4.00547 -2.20193 -0.119 0.250 -0.033
N -0.62330 -1.18332 1.63018 -0.070 -0.117 -0.004
C -1.81801 -1.77160 2.22910 -0.576 -0.359 -0.203
C -1.69671 -2.17224 3.70012 0.013 0.627 0.117
C -1.28750 -0.98488 4.57548 -0.093 0.029 -0.193
Br -0.36348 -1.55129 6.18044 -0.021 0.007 0.056
H 0.18257 -4.55350 3.02708 1.341 0.681 0.617
H 1.22844 -5.32992 1.73951 -1.331 -0.733 -0.767
H 0.08099 -3.59416 0.20999 1.426 -0.010 -0.467
H 1.39257 -0.77567 3.20434 -0.064 -0.006 -0.026
H 0.92100 -2.37504 3.68048 -0.164 0.016 -0.089
H 3.58007 -1.70880 2.33303 -0.032 -0.015 -0.022
H 3.23818 -2.14044 4.00483 0.039 0.047 -0.028
H 3.00587 -3.33373 2.74853 0.059 0.033 -0.060
H 0.76896 -1.55149 -0.52165 -0.175 0.222 0.102
H 3.59087 -1.50877 -0.03001 -0.063 0.073 0.103
H 2.88119 -3.01812 0.52730 -0.026 0.026 0.029
H 0.61333 -4.00632 -2.14414 0.025 0.032 0.083
H 1.27555 -5.37871 -1.20702 0.001 0.049 0.030
H 1.62466 -5.23218 -2.91954 0.064 -0.027 0.041
H 2.80902 0.24711 2.05005 -0.022 0.046 -0.010
H 1.18424 -0.14676 -2.76540 -0.080 0.556 -0.225
H 3.86829 1.65012 -1.18624 -0.100 0.236 0.144
H 3.06921 1.34688 -2.72003 0.083 0.141 -0.001
H 1.03676 2.80341 -1.70149 0.007 0.042 -0.024
H 2.34598 3.58949 -2.51808 0.158 0.201 -0.154
H 2.32088 3.55269 -0.75509 0.123 -0.044 -0.015
H -1.58679 1.70582 2.49168 -0.066 0.005 -0.212
H -0.66445 2.14349 -0.57378 0.130 -0.320 0.295
H -2.37695 2.27004 -0.19752 0.035 -0.014 0.023
H -1.67117 2.16742 -2.57641 -0.253 0.119 -0.012
H -1.44666 0.59493 -2.36784 0.201 0.177 -0.062
H -3.47653 0.07935 -0.46097 0.122 0.062 -0.185
H -2.44661 -1.26321 -2.11363 0.343 0.071 0.032
H -1.41993 -1.98662 -0.83716 0.078 0.201 -0.022
H -3.82072 -2.72488 0.11233 0.086 -0.065 0.022
H -2.96197 -3.68447 -1.07944 0.140 0.082 -0.009
H -5.40516 -1.98447 -1.45210 0.037 0.171 -0.207
H -4.26826 -2.19044 -2.82220 -0.236 0.262 0.041
H -4.72112 -4.43801 -3.07147 0.059 -0.096 0.092
H -6.27827 -3.93192 -2.43974 0.002 -0.090 -0.003
H -5.09734 -4.68989 -1.36040 -0.090 0.002 0.005
H -2.17438 -2.63013 1.65193 0.182 -0.073 0.022
H -2.63168 -1.05208 2.15959 0.180 0.173 -0.079
H -1.03113 -3.01470 3.86114 -0.042 -0.047 -0.071
H -2.70694 -2.45214 4.00501 0.113 -0.367 -0.012
H -2.15776 -0.42082 4.90179 0.029 0.002 0.043
H -0.61953 -0.30281 4.05503 0.116 -0.060 0.084
C 2.11642 7.77975 -1.76706 0.008 -0.026 0.062
C 2.46900 6.54628 -2.33979 -0.160 0.246 0.045
C 1.44179 5.92914 -3.32390 -0.248 0.144 -0.005
O 1.74042 4.85709 -3.89924 0.079 -0.351 -0.104
C 0.20881 6.57351 -3.50019 -0.086 -0.219 -0.029
C -0.16145 7.81052 -2.91554 0.145 -0.034 0.032
C 0.91016 8.48947 -2.01014 0.317 -0.068 0.093
O 0.67712 9.60513 -1.52564 -0.229 0.034 -0.030
O -1.25402 8.36871 -3.07592 -0.073 -0.028 -0.002
O 3.52067 5.91158 -2.11724 0.041 -0.123 0.081
H 2.80820 8.25665 -1.07857 0.098 -0.060 -0.044
H -0.50261 6.06588 -4.14768 -0.067 0.137 -0.061
```
Forces are in eV/Å.

Results
- orbital gap (eV) = 1.51
- total charge = -1
- molecular weight (u) = 757.41
- HOMO energy (Ha) = -0.061
- E_LUMO (eV) = -0.16

---

DFT (ωB97M-V/def2-TZVPD) results for a molecular structure, C29H44BClN11NiS3.

XYZ file:
```
90
Properties=species:S:1:pos:R:3:forces:R:3
Ni 1.98950 2.87973 -0.75202 -0.160 -0.413 0.625
C 5.00438 0.52629 3.05019 -0.058 -0.004 -0.077
C 3.80079 0.01981 2.31543 0.194 0.243 0.088
C 3.37930 -1.25933 2.40741 0.046 -0.257 0.093
C 2.25117 -1.71866 1.66670 -0.002 -0.075 0.003
N 1.56320 -0.89694 0.93974 0.139 0.277 -0.085
N 1.96273 0.40428 0.86500 -0.254 -0.299 -0.108
B 0.96700 1.22521 -0.00098 0.221 -0.017 -0.038
N -0.27050 1.65240 0.83356 0.150 0.004 -0.209
N -1.05344 0.64561 1.27136 0.358 0.152 -0.074
C -2.01133 0.92530 2.10019 -0.251 -0.035 0.157
C -2.23853 2.26127 2.53579 -0.206 -0.060 0.118
C -1.45414 3.27710 2.10228 -0.042 0.234 0.049
C -1.63857 4.69929 2.54427 0.037 -0.088 -0.059
C -0.40126 2.94072 1.19424 0.015 0.019 -0.015
S 0.66860 4.11366 0.60904 -0.200 0.007 -0.016
C -2.85461 -0.26584 2.56260 0.007 0.013 -0.033
C -3.88317 0.13832 3.61639 -0.067 -0.020 0.055
C -1.91810 -1.32556 3.15660 0.066 -0.031 0.016
C -3.58498 -0.85020 1.34330 0.020 0.061 -0.014
N 0.65989 0.41366 -1.29788 -0.294 0.202 0.273
N -0.56572 -0.09700 -1.48469 0.207 0.112 0.084
C -0.73935 -0.92468 -2.47619 -0.162 -0.166 -0.152
C 0.35398 -1.32705 -3.28768 -0.182 -0.183 -0.086
C 1.58368 -0.77795 -3.12404 0.259 0.016 -0.136
C 2.76375 -1.14115 -3.97410 -0.059 0.045 0.057
C 1.70051 0.22485 -2.12295 0.066 -0.119 0.005
S 3.06910 1.22280 -1.92586 -0.129 -0.053 -0.060
C -2.14917 -1.49521 -2.67025 0.074 0.025 -0.001
C -2.32979 -2.65431 -1.67361 0.087 -0.052 0.006
C -2.33364 -2.02511 -4.09716 -0.066 -0.009 -0.051
C -3.20020 -0.40254 -2.41916 0.094 0.021 0.023
C 3.06594 0.91159 1.45208 -0.118 -0.130 0.000
S 3.56202 2.49566 1.16143 -0.197 -0.060 -0.126
C 1.82623 -3.18280 1.71001 0.036 0.063 -0.004
C 3.02171 -4.05821 1.30177 0.019 -0.022 -0.035
C 0.66292 -3.44894 0.75340 0.004 0.047 -0.082
C 1.40212 -3.52667 3.14522 -0.027 0.000 0.068
H 5.45467 -0.26525 3.64887 -0.041 0.037 -0.035
H 4.73397 1.36091 3.69969 -0.006 -0.020 -0.019
H 5.74438 0.91076 2.34458 -0.038 -0.028 0.026
H 3.92033 -1.95417 3.04198 -0.059 0.056 -0.069
H -3.04588 2.47446 3.22836 0.099 -0.059 -0.079
H -2.50127 4.79116 3.20485 0.066 -0.028 -0.051
H -1.77276 5.35772 1.68115 0.006 -0.081 0.059
H -0.74742 5.05385 3.06981 -0.052 -0.045 -0.041
H -3.41412 0.55038 4.51487 -0.023 -0.018 -0.074
H -4.44228 -0.75015 3.91697 0.008 0.056 0.008
H -4.60577 0.86326 3.23121 0.040 -0.042 0.025
H -1.45863 -0.96601 4.08401 -0.028 -0.031 -0.100
H -1.12210 -1.57026 2.45057 -0.077 0.019 0.057
H -2.47907 -2.23717 3.38454 0.042 0.096 -0.001
H -4.31399 -0.13538 0.94417 0.083 -0.071 0.025
H -4.12252 -1.76144 1.62602 0.058 0.112 -0.019
H -2.87157 -1.09281 0.55323 -0.108 0.070 0.159
H 0.20248 -2.06831 -4.06373 0.008 0.068 0.072
H 2.50836 -1.93894 -4.67089 0.007 0.042 0.046
H 3.60197 -1.46383 -3.35238 -0.048 0.016 -0.005
H 3.11142 -0.27351 -4.53913 -0.019 -0.015 0.017
H -1.71706 -3.51402 -1.96691 -0.047 0.098 0.053
H -3.37591 -2.97574 -1.64765 0.120 0.025 -0.033
H -2.03026 -2.35763 -0.66656 -0.036 -0.053 -0.124
H -1.72853 -2.91515 -4.29363 -0.070 0.099 0.021
H -2.09102 -1.26314 -4.84631 -0.028 -0.078 0.073
H -3.37913 -2.31125 -4.24003 0.090 0.013 0.011
H -3.02876 0.10901 -1.47026 -0.019 -0.053 -0.060
H -4.19972 -0.84703 -2.40299 0.112 0.050 -0.032
H -3.16865 0.33517 -3.22993 -0.010 -0.048 0.096
H 3.36448 -3.80512 0.29374 -0.023 -0.026 0.077
H 2.72466 -5.11094 1.30519 0.023 0.098 0.006
H 3.86735 -3.95227 1.98699 -0.082 -0.007 -0.058
H 0.95661 -3.26134 -0.28563 -0.039 -0.017 0.114
H -0.19386 -2.80825 0.97294 0.071 -0.073 -0.016
H 0.35523 -4.49515 0.84387 0.031 0.108 -0.019
H 2.22932 -3.40712 3.85131 -0.078 -0.007 -0.053
H 1.06894 -4.56757 3.19555 0.049 0.099 -0.007
H 0.57740 -2.88726 3.47292 0.061 -0.069 -0.017
N -2.72573 3.27532 -3.41171 0.210 0.418 -0.027
N -1.36647 3.10465 -3.26019 -0.417 0.075 -0.056
N -0.57815 2.89177 -4.29087 0.036 -0.041 0.455
C 0.60365 2.87801 -3.68379 0.214 0.061 -0.006
N 0.49228 3.08765 -2.36530 0.130 -0.002 -0.104
N -0.79698 3.24178 -2.10560 0.314 -0.182 -0.484
H -3.00069 2.83616 -4.27534 -0.108 -0.164 -0.126
H -3.19039 2.90193 -2.60026 -0.149 -0.194 0.126
H 1.54104 2.71270 -4.19920 -0.185 0.040 0.133
Cl 3.13182 5.89753 -0.71872 -0.067 -0.227 -0.015
C 3.32256 4.37400 -1.48775 0.368 0.738 -0.187
H 4.28315 3.93691 -1.27362 0.163 -0.192 0.100
H 3.04058 4.41174 -2.53049 -0.176 -0.070 -0.105
```
Forces are in eV/Å.

Results
- orbital gap (spin up / spin down) (eV) = 7.07 / 5.84
- total charge = +1
- expectation value of S² = 2.009
- molecular weight (u) = 747.91
- 2S+1 = 3
- HOMO energy (spin up / spin down) (Ha) = -0.373 / -0.382
- E_LUMO (spin up / spin down) (eV) = -3.09 / -4.55